No. 1
C3H10N2O4P2S | wB97M-V/def2-TZVPD

Output
gap between HOMO and LUMO = 0.25694 Eh
largest force on an atom = 6.63 eV/Å
LUMO energy = 0.2144 Ha
SMILES = CC(C)N[P@](=O)([O-])S[P@@](N)(=O)[O-]

ORCA input file:
```
! RIJCOSX wB97M-V def2-TZVPD def2/J DEFGRID3
* xyz -2 1
C -2.06 -0.56 -1.46
C -1.49 -0.56 -0.05
C -2.29 0.39 0.95
N -0.14 -0.13 0.08
P 1.10 -1.43 -0.10
O 0.59 -2.59 -0.90
O 1.66 -1.77 1.24
S 2.55 -0.50 -1.39
P 2.80 1.37 -0.31
N 2.38 1.07 1.31
O 4.26 1.84 -0.24
O 1.71 2.26 -0.92
H -2.51 0.28 -1.91
H -1.39 -1.09 -1.95
H -3.09 -1.10 -1.21
H -1.66 -1.55 0.38
H -1.87 1.39 0.80
H -2.15 0.10 1.98
H -3.34 0.38 0.65
H 0.12 0.80 -0.20
H 1.64 0.42 1.42
H 3.18 0.99 1.83
*
```

These are the Mulliken partial charges, in e, on atoms 1 to 2: -1.4885, 0.3108

=====

No. 2
C35H25F9N2PTc | wB97M-V/def2-TZVPD

Output
gap between HOMO and LUMO (spin up / spin down) = 0.20785 / 0.21593 Eh
energy relative to the best compared isomer or geometry (same formula, charge and spin) = 233.4 kJ/mol
largest force on an atom = 0.77 eV/Å
LUMO energy (spin up / spin down) = -0.4457 / -0.4404 Ha

ORCA input file:
```
! RIJCOSX wB97M-V def2-TZVPD def2/J DEFGRID3
* xyz 3 2
Tc -1.41 -0.47 -1.09
C -3.56 1.48 1.00
C -3.54 1.64 -0.38
C -3.46 0.34 -1.03
C -3.33 -0.62 -0.01
C -3.45 0.12 1.27
H -3.66 2.27 1.74
H -3.61 2.59 -0.90
H -3.83 0.15 -2.04
H -3.61 -1.67 -0.12
H -3.49 -0.33 2.24
N -0.14 -1.77 -2.25
C -0.05 -1.18 -3.60
C 0.33 -1.87 -4.71
C 0.45 -1.20 -5.94
C 0.23 0.14 -6.03
C -0.17 0.88 -4.88
C -0.40 2.27 -4.89
C -0.77 2.91 -3.73
C -0.97 2.17 -2.57
N -0.78 0.85 -2.53
C -0.34 0.19 -3.67
H -0.46 -2.74 -2.31
H 0.80 -1.83 -1.83
H 0.55 -2.93 -4.65
H 0.75 -1.76 -6.82
H 0.36 0.66 -6.97
H -0.28 2.83 -5.81
H -0.94 3.98 -3.71
H -1.27 2.65 -1.65
F 3.82 -5.88 0.53
C 4.05 -4.89 1.38
F 5.30 -4.45 1.19
F 3.96 -5.36 2.63
C 3.06 -3.76 1.18
C 3.37 -2.50 1.69
C 2.48 -1.45 1.54
C 1.28 -1.67 0.85
C 0.97 -2.94 0.37
C 1.86 -3.99 0.53
P 0.08 -0.33 0.81
C 0.85 1.24 0.45
C 2.09 1.32 -0.17
C 2.59 2.56 -0.55
C 1.85 3.71 -0.31
C 0.61 3.64 0.31
C 0.10 2.41 0.68
C 2.36 5.05 -0.80
F 1.91 5.26 -2.05
F 1.92 6.04 -0.02
F 3.69 5.08 -0.83
C -0.70 -0.35 2.43
C -0.70 0.74 3.29
C -1.23 0.61 4.57
C -1.75 -0.61 4.98
C -1.73 -1.72 4.13
C -1.20 -1.59 2.86
C -2.38 -0.72 6.36
F -2.34 -1.98 6.80
F -1.75 0.06 7.23
F -3.66 -0.33 6.29
H 4.30 -2.34 2.22
H 2.71 -0.49 1.97
H 0.00 -3.15 -0.08
H 1.62 -4.98 0.17
H 2.68 0.44 -0.37
H 3.56 2.64 -1.03
H 0.05 4.55 0.51
H -0.87 2.36 1.16
H -0.26 1.69 3.00
H -1.23 1.45 5.25
H -2.11 -2.67 4.48
H -1.15 -2.47 2.22
*
```

These are the Mulliken partial charges, in e, on atoms 1 to 2: -0.6469, -0.7547

=====

No. 3
C2H4N4O | wB97M-V/def2-TZVPD

Output
gap between HOMO and LUMO = 0.33846 Eh
energy relative to the best compared isomer or geometry (same formula, charge and spin) = 327.9 kJ/mol
largest force on an atom = 5.51 eV/Å
LUMO energy = 0.0260 Ha
SMILES = Nc1noc(N)n1

ORCA input file:
```
! RIJCOSX wB97M-V def2-TZVPD def2/J DEFGRID3
* xyz 0 1
N 0.12 2.21 -0.90
C -0.12 1.02 -0.30
N -1.30 0.58 0.34
O -1.01 -0.76 0.20
C 0.31 -1.00 0.19
N 0.87 -2.24 0.57
N 0.90 0.21 -0.19
H -0.39 3.07 -0.35
H 1.14 2.47 -1.01
H 1.83 -2.43 0.28
H 0.16 -2.47 1.39
*
```

These are the Mulliken partial charges, in e, on atoms 1 to 2: -0.5138, 0.4546

=====

No. 4
C4H7NO5 | wB97M-V/def2-TZVPD

Output
gap between HOMO and LUMO = 0.37131 Eh
energy relative to the best compared isomer or geometry (same formula, charge and spin) = 483.3 kJ/mol
largest force on an atom = 3.62 eV/Å
LUMO energy = -0.0268 Ha
SMILES = C=C(CO)[N+](=O)[O-].O=CO

ORCA input file:
```
! RIJCOSX wB97M-V def2-TZVPD def2/J DEFGRID3
* xyz 0 1
C -1.38 -0.21 1.09
C -1.23 -0.54 -0.18
C -0.07 -1.20 -0.86
O 0.91 -0.17 -1.27
N -2.21 0.12 -1.11
O -3.34 0.41 -0.76
O -1.69 0.23 -2.25
H -2.21 0.44 1.31
H -0.51 -0.51 1.68
H -0.49 -1.64 -1.85
H 0.39 -2.01 -0.24
H 0.47 0.52 -1.72
O 1.28 1.85 1.38
C 2.26 1.23 1.57
O 2.69 0.16 0.83
H 3.06 1.21 2.37
H 2.07 0.12 0.00
*
```

These are the Mulliken partial charges, in e, on atoms 1 to 2: -0.7819, 0.4761

=====

No. 5
C3H4ClNO | wB97M-V/def2-TZVPD

Output
gap between HOMO and LUMO = 0.42352 Eh
energy relative to the best compared isomer or geometry (same formula, charge and spin) = 91.1 kJ/mol
largest force on an atom = 3.56 eV/Å
LUMO energy = 0.0163 Ha
SMILES = N#C[C@H](O)CCl

ORCA input file:
```
! RIJCOSX wB97M-V def2-TZVPD def2/J DEFGRID3
* xyz 0 1
N 2.48 0.33 -0.82
C 1.41 -0.04 -0.49
C 0.01 -0.41 -0.25
O -0.83 0.22 -1.26
C -0.50 0.10 1.06
Cl -0.19 1.86 1.18
H -0.04 -1.44 -0.32
H -0.84 -0.33 -2.04
H -1.53 -0.03 1.05
H 0.02 -0.26 1.88
*
```

These are the Mulliken partial charges, in e, on atoms 1 to 2: -0.3981, 0.2456

=====

No. 6
C20H58B2KO10Pb | wB97M-V/def2-TZVPD

Output
gap between HOMO and LUMO = 0.33825 Eh
energy relative to the best compared isomer or geometry (same formula, charge and spin) = 0.0 kJ/mol
largest force on an atom = 3.09 eV/Å
LUMO energy = -0.0868 Ha

ORCA input file:
```
! RIJCOSX wB97M-V def2-TZVPD def2/J DEFGRID3
* xyz 1 1
Pb 0.73 0.57 -2.42
K 1.97 -2.28 0.52
B 0.05 -0.09 0.06
H 0.12 -0.97 -0.75
H 1.15 0.39 -0.01
H -0.80 0.72 -0.25
H -0.04 -0.50 1.17
B 2.55 -1.36 -2.24
H 1.38 -1.61 -2.27
H 2.87 -0.67 -3.20
H 2.74 -0.73 -1.25
H 3.17 -2.38 -2.17
C -2.14 1.81 -1.40
O -1.68 1.05 -2.50
C -2.62 0.03 -2.87
C -2.04 -0.73 -4.00
O -0.78 -1.23 -3.57
C -0.30 -2.26 -4.45
H -3.08 2.30 -1.65
H -1.39 2.56 -1.15
H -2.28 1.17 -0.52
H -3.59 0.47 -3.14
H -2.75 -0.62 -1.99
H -1.88 -0.15 -4.92
H -2.71 -1.56 -4.27
H 0.64 -2.63 -4.07
H -0.20 -1.90 -5.48
H -0.98 -3.12 -4.45
C -3.48 -4.84 -1.34
O -2.29 -4.49 -0.68
C -2.00 -3.12 -0.68
C -2.85 -2.27 0.26
O -4.07 -1.92 -0.36
C -5.05 -1.52 0.58
H -3.63 -5.91 -1.23
H -3.41 -4.64 -2.42
H -4.35 -4.33 -0.92
H -2.16 -2.73 -1.70
H -0.96 -3.00 -0.41
H -2.27 -1.35 0.49
H -3.00 -2.79 1.21
H -5.23 -2.31 1.32
H -5.98 -1.35 0.03
H -4.75 -0.62 1.11
C -1.06 4.92 3.22
O -2.36 4.52 2.91
C -2.42 3.52 1.92
C -1.76 2.22 2.27
O -2.36 1.68 3.42
C -1.68 0.52 3.86
H -0.52 5.30 2.34
H -0.47 4.13 3.71
H -1.12 5.72 3.96
H -1.93 3.91 1.01
H -3.47 3.36 1.68
H -0.67 2.31 2.43
H -1.89 1.53 1.42
H -2.27 0.16 4.70
H -0.69 0.79 4.24
H -1.65 -0.24 3.07
C 1.92 -0.94 3.54
O 3.17 -1.22 2.94
C 3.98 -2.05 3.74
C 5.15 -2.45 2.89
O 4.65 -3.06 1.72
C 5.66 -3.70 0.96
H 1.44 -0.24 2.85
H 2.03 -0.51 4.54
H 1.20 -1.77 3.54
H 3.45 -2.97 4.04
H 4.27 -1.53 4.66
H 5.82 -3.13 3.43
H 5.78 -1.58 2.64
H 6.43 -3.00 0.63
H 5.19 -4.18 0.12
H 6.16 -4.47 1.57
C -0.28 4.22 -2.21
O -0.05 3.10 -1.36
C 0.82 3.37 -0.28
C 2.28 3.41 -0.70
O 2.52 2.32 -1.56
C 3.87 2.24 -1.98
H 0.60 4.48 -2.79
H -0.64 5.06 -1.62
H -1.06 3.93 -2.91
H 0.68 2.56 0.44
H 0.55 4.30 0.22
H 2.91 3.39 0.20
H 2.51 4.36 -1.20
H 4.16 3.12 -2.57
H 3.99 1.34 -2.58
H 4.52 2.14 -1.11
*
```

These are the Mulliken partial charges, in e, on atoms 1 to 2: 0.8513, 0.9163

=====

No. 7
C3O4Pb | wB97M-V/def2-TZVPD

Output
gap between HOMO and LUMO (spin up / spin down) = 0.15763 / 0.18691 Eh
energy relative to the best compared isomer or geometry (same formula, charge and spin) = 0.0 kJ/mol
largest force on an atom = 5.62 eV/Å
LUMO energy (spin up / spin down) = 0.1058 / 0.1106 Ha

ORCA input file:
```
! RIJCOSX wB97M-V def2-TZVPD def2/J DEFGRID3
* xyz -1 2
C -1.21 0.28 -0.79
C -0.30 1.28 -0.61
O -0.18 2.30 -1.42
O 0.73 1.11 0.27
Pb 1.27 3.16 -0.14
O 1.06 -2.78 0.91
C -0.09 -2.62 0.97
O -1.29 -2.73 0.81
*
```

These are the Mulliken partial charges, in e, on atoms 1 to 2: -0.9149, 0.8337

=====

No. 8
C18H28AsOsPSe5Si2Te | wB97M-V/def2-TZVPD

Output
gap between HOMO and LUMO (spin up / spin down) = 0.25161 / 0.19220 Eh
largest force on an atom = 1.30 eV/Å
LUMO energy (spin up / spin down) = 0.0019 / -0.0685 Ha

ORCA input file:
```
! RIJCOSX wB97M-V def2-TZVPD def2/J DEFGRID3
* xyz 0 5
Os 0.75 -0.52 0.99
Se 0.18 0.03 -1.44
P 1.51 -1.63 -1.92
Se 2.50 -2.11 -0.06
C 0.56 -3.03 -2.56
C -0.41 -2.82 -3.55
C -1.14 -3.88 -4.04
C -0.93 -5.16 -3.55
C 0.02 -5.38 -2.56
C 0.76 -4.31 -2.06
C 2.65 -1.13 -3.23
C 2.16 -0.53 -4.39
C 3.03 -0.12 -5.38
C 4.40 -0.30 -5.22
C 4.89 -0.89 -4.07
C 4.02 -1.31 -3.07
H -0.61 -1.82 -3.91
H -1.89 -3.71 -4.80
H -1.51 -5.99 -3.93
H 0.17 -6.37 -2.16
H 1.48 -4.48 -1.28
H 1.09 -0.36 -4.52
H 2.65 0.35 -6.28
H 5.09 0.03 -5.99
H 5.96 -1.02 -3.93
H 4.40 -1.76 -2.16
Se 2.12 -0.67 2.98
Se 0.45 -1.21 4.53
Te -0.61 -3.17 3.35
Se -1.38 -2.00 1.29
C -3.07 3.44 1.38
Si -2.68 1.62 1.39
C -3.67 0.72 2.67
C -3.07 0.93 -0.28
As -0.35 1.45 1.78
Si 0.01 2.76 3.72
C 1.58 2.46 4.65
C -1.42 2.56 4.88
C 0.09 4.49 3.05
H -4.09 3.60 1.01
H -2.39 3.98 0.73
H -3.01 3.89 2.38
H -4.73 0.81 2.41
H -3.52 1.12 3.68
H -3.39 -0.33 2.68
H -4.12 1.14 -0.51
H -2.92 -0.15 -0.32
H -2.46 1.38 -1.07
H 1.56 1.52 5.21
H 1.67 3.29 5.37
H 2.45 2.46 4.00
H -1.52 1.52 5.20
H -2.37 2.88 4.44
H -1.24 3.18 5.76
H 0.92 4.58 2.36
H 0.24 5.21 3.86
H -0.82 4.77 2.51
*
```

These are the Mulliken partial charges, in e, on atoms 1 to 2: 0.9397, -0.4000

=====

No. 9
C59H62Ge2N5P2STi | wB97M-V/def2-TZVPD

Output
gap between HOMO and LUMO = 0.18485 Eh
energy relative to the best compared isomer or geometry (same formula, charge and spin) = 235.9 kJ/mol
largest force on an atom = 1.01 eV/Å
LUMO energy = 0.0763 Ha

ORCA input file:
```
! RIJCOSX wB97M-V def2-TZVPD def2/J DEFGRID3
* xyz -1 1
Ti -0.50 -0.52 -0.58
N -3.65 -1.39 3.23
C -2.79 -1.16 2.14
S -2.13 0.46 2.01
N -2.66 -2.05 1.24
N -2.03 -1.74 0.06
C -2.46 -2.61 -0.93
C -1.79 -2.61 -2.10
C -2.14 -3.45 -3.22
C -1.34 -3.52 -4.30
C -0.13 -2.76 -4.31
C 0.14 -1.94 -3.27
N -0.68 -1.75 -2.18
H -3.18 -1.27 4.12
H -4.04 -2.32 3.15
H -3.31 -3.24 -0.72
H -3.05 -4.04 -3.15
H -1.60 -4.16 -5.14
H 0.58 -2.83 -5.12
H 1.07 -1.39 -3.25
C -6.53 -0.04 1.06
C -5.76 1.11 1.11
C -4.77 1.33 0.16
C -4.53 0.39 -0.85
C -5.32 -0.76 -0.89
C -6.31 -0.97 0.05
P -3.21 0.53 -2.11
C -4.15 1.27 -3.51
C -3.51 1.29 -4.75
C -4.13 1.83 -5.87
C -5.42 2.34 -5.76
C -6.07 2.31 -4.54
C -5.44 1.78 -3.42
C -2.23 1.96 -1.55
C -2.61 3.28 -1.79
C -1.85 4.34 -1.32
C -0.70 4.06 -0.59
C -0.32 2.74 -0.36
C -1.05 1.64 -0.84
H -7.29 -0.22 1.81
H -5.91 1.83 1.90
H -4.17 2.23 0.21
H -5.12 -1.50 -1.65
H -6.91 -1.88 0.01
H -2.51 0.87 -4.84
H -3.61 1.85 -6.82
H -5.91 2.76 -6.64
H -7.08 2.71 -4.46
H -5.96 1.77 -2.47
H -3.51 3.49 -2.36
H -2.14 5.36 -1.51
H -0.08 4.86 -0.21
H 0.60 2.56 0.19
C 3.06 -3.29 2.18
C 1.65 -2.87 1.77
Ge 1.32 -2.37 -0.14
C 0.86 -4.15 -0.90
C 1.81 -5.28 -0.51
C 3.06 -1.92 -0.99
C 3.27 -0.77 -1.67
Ge 1.73 0.56 -1.72
C 0.91 1.01 -3.53
C 1.65 0.87 -4.85
C 2.68 2.34 -1.61
C 3.60 2.69 -0.44
C 4.63 -0.48 -2.19
C 4.82 0.22 -3.39
C 6.08 0.50 -3.88
C 7.21 0.10 -3.17
C 7.05 -0.59 -1.98
C 5.78 -0.87 -1.50
H 3.14 -3.52 3.25
H 3.79 -2.51 1.96
H 3.39 -4.19 1.64
H 1.32 -2.04 2.38
H 0.94 -3.68 1.97
H 0.81 -4.06 -1.98
H -0.16 -4.38 -0.57
H 2.84 -5.06 -0.80
H 1.53 -6.23 -0.98
H 1.81 -5.45 0.57
H 3.88 -2.64 -0.94
H 0.64 2.07 -3.38
H -0.04 0.49 -3.59
H 2.51 1.55 -4.91
H 1.01 1.10 -5.71
H 2.03 -0.15 -5.00
H 1.90 3.09 -1.70
H 3.25 2.39 -2.54
H 3.07 2.68 0.51
H 4.04 3.68 -0.56
H 4.43 1.98 -0.36
H 3.95 0.54 -3.94
H 6.19 1.04 -4.81
H 8.20 0.33 -3.55
H 7.92 -0.90 -1.41
H 5.67 -1.41 -0.57
N -0.44 0.16 1.70
P 0.27 0.45 3.12
C 2.06 0.29 3.05
C 2.71 0.20 1.83
C 4.09 0.12 1.79
C 4.83 0.14 2.96
C 4.18 0.23 4.19
C 2.80 0.30 4.24
C -0.25 -0.58 4.54
C -1.33 -0.18 5.33
C -1.75 -0.95 6.40
C -1.10 -2.14 6.69
C -0.03 -2.55 5.92
C 0.40 -1.77 4.86
C -0.01 2.14 3.75
C 0.32 2.49 5.06
C 0.17 3.80 5.49
C -0.30 4.77 4.62
C -0.63 4.43 3.31
C -0.48 3.11 2.88
H 2.13 0.19 0.91
H 4.58 0.04 0.83
H 5.91 0.08 2.92
H 4.75 0.24 5.11
H 2.31 0.36 5.20
H -1.84 0.75 5.10
H -2.59 -0.63 7.00
H -1.44 -2.75 7.53
H 0.49 -3.48 6.15
H 1.25 -2.10 4.27
H 0.67 1.74 5.76
H 0.43 4.06 6.51
H -0.42 5.79 4.95
H -1.00 5.17 2.62
H -0.74 2.86 1.86
*
```

These are the Mulliken partial charges, in e, on atoms 1 to 2: -3.9122, -0.4808

=====

No. 10
C7H8BrN2 | wB97M-V/def2-TZVPD

Output
gap between HOMO and LUMO = 0.33067 Eh
energy relative to the best compared isomer or geometry (same formula, charge and spin) = 155.2 kJ/mol
largest force on an atom = 3.70 eV/Å
LUMO energy = -0.1591 Ha

ORCA input file:
```
! RIJCOSX wB97M-V def2-TZVPD def2/J DEFGRID3
* xyz 1 1
C -0.27 2.25 -0.28
C 0.93 2.87 0.17
C 1.86 0.86 0.63
C -0.41 0.84 -0.28
C 0.75 0.16 0.13
C 0.49 -1.27 0.41
C -1.61 -0.03 -0.49
N 1.94 2.12 0.52
N -0.90 -1.36 0.60
Br -3.28 0.43 0.06
H -1.19 2.80 -0.53
H 1.01 3.96 0.36
H 2.67 0.34 1.06
H 0.68 -1.75 -0.56
H 1.15 -1.86 1.14
H -1.58 -0.57 -1.43
H -1.25 -2.32 0.34
H -1.21 -1.04 1.51
*
```

These are the Mulliken partial charges, in e, on atoms 1 to 2: -0.5577, -0.3177

=====

No. 11
C7H22ClI2N2P2STb | wB97M-V/def2-TZVPD

Output
gap between HOMO and LUMO (spin up / spin down) = 0.20850 / 0.19586 Eh
energy relative to the best compared isomer or geometry (same formula, charge and spin) = 390.3 kJ/mol
largest force on an atom = 3.61 eV/Å
LUMO energy (spin up / spin down) = -0.2678 / -0.3229 Ha

ORCA input file:
```
! RIJCOSX wB97M-V def2-TZVPD def2/J DEFGRID3
* xyz 2 7
I 0.27 2.03 -5.34
I -0.31 3.93 -3.42
Tb 0.00 0.23 -0.88
P -2.57 -0.13 -0.59
C -3.31 1.02 0.52
C -3.01 0.25 -2.29
H -4.09 0.09 -2.29
H -4.09 -1.80 -0.37
H -2.51 -0.43 -2.99
H -2.50 -2.51 -0.88
H -3.01 2.04 0.28
H -2.75 1.28 -2.54
C -3.01 -1.80 -0.21
H -4.37 0.85 0.35
H -2.75 -2.03 0.82
H -3.01 0.79 1.55
P 2.58 -0.10 -0.59
C 3.29 1.05 0.53
C 3.03 -1.77 -0.21
H 2.52 -0.40 -2.98
H 4.09 0.14 -2.28
H 2.74 1.31 -2.54
C 3.01 0.28 -2.28
H 2.53 -2.48 -0.88
H 4.10 -1.76 -0.37
H 4.36 0.89 0.37
H 3.00 0.82 1.56
H 2.77 -2.01 0.83
H 2.99 2.07 0.28
Cl 0.01 -1.86 -2.30
N 0.00 -1.19 3.89
C 0.00 0.00 3.28
N 0.00 1.19 3.89
S 0.00 -0.02 1.58
H 0.00 -1.25 4.89
H 0.00 -2.04 3.35
H 0.00 2.04 3.35
H 0.00 1.25 4.89
*
```

These are the Mulliken partial charges, in e, on atoms 1 to 2: 0.1203, -0.1256